Entry 1:
{"formula": "C7H13N3O4S", "method": "wB97M-V/def2-TZVPD", "orbital_gap_ha": 0.3625, "multiplicity": 1, "lumo_ev": 0.38, "largest_force_ev_per_a": 6.9, "elements": ["C", "C", "C", "C", "C", "C", "C", "H", "H", "H", "H", "H", "H", "H", "H", "H", "H", "H", "H", "H", "N", "N", "N", "O", "O", "O", "O", "S"], "coordinates": [[-0.464, 0.247, -2.397], [-0.023, -0.549, -1.125], [-0.912, 1.577, -2.036], [1.489, -0.202, 0.816], [1.690, -1.706, 1.125], [0.969, 0.517, 1.971], [-0.487, 0.467, 2.042], [-2.092, -1.223, -2.627], [-1.242, -0.642, -4.399], [0.241, 0.100, -3.225], [-1.360, 2.125, -2.924], [-2.175, 1.523, -1.574], [-0.788, 2.655, -0.088], [0.820, 1.395, -0.426], [2.621, 0.186, 0.721], [1.224, 0.035, 3.074], [1.233, 1.566, 2.282], [-0.454, -1.683, 2.590], [-2.068, -0.446, 2.720], [1.510, -3.066, 2.246], [-1.696, -0.287, -3.249], [1.000, 0.082, -0.537], [-0.992, -0.648, 2.798], [-0.476, -1.800, -0.872], [2.316, -2.370, 0.407], [-1.212, 1.410, 1.647], [1.258, -2.185, 2.279], [0.072, 2.920, -1.239]], "forces_ev_per_angstrom": [[-1.200, -3.165, -1.630], [-2.024, -5.874, -0.850], [-5.682, 3.814, -0.973], [4.715, -0.756, -0.874], [-0.560, 2.819, -0.637], [-0.198, 0.982, 5.278], [-2.933, 0.033, 1.245], [1.712, 2.981, -2.686], [-1.848, 0.846, 5.033], [0.911, 0.875, 1.049], [1.207, -0.932, 0.398], [4.106, -0.255, -0.474], [1.667, 0.981, -1.164], [0.524, -3.430, -1.495], [-2.103, -1.189, 0.295], [0.083, 0.559, -3.130], [0.175, -0.656, -1.602], [-2.371, 3.948, 0.747], [2.459, -1.725, 0.298], [0.797, -3.171, 0.196], [1.083, -3.760, -0.261], [-1.085, 3.862, 2.507], [-0.929, 0.205, -2.568], [2.042, 6.346, -0.732], [1.942, -2.237, -2.391], [1.012, -2.022, 0.610], [-1.537, 2.441, 1.430], [-1.964, -1.523, 2.383]]}

Entry 2:
{"formula": "C6H7N", "method": "wB97M-V/def2-TZVPD", "orbital_gap_ha": 0.3581, "multiplicity": 1, "lumo_ev": 1.20, "largest_force_ev_per_a": 0.5, "elements": ["C", "C", "C", "C", "C", "N", "C", "H", "H", "H", "H", "H", "H", "H"], "coordinates": [[1.988, 0.063, -0.172], [0.510, 0.072, 0.034], [-0.644, -0.068, -0.981], [-1.602, 0.508, 0.051], [-1.311, -0.961, 0.021], [-0.173, -0.829, 1.004], [-0.427, 0.641, 1.038], [2.286, 0.818, -0.907], [2.295, -0.921, -0.545], [2.522, 0.254, 0.764], [-0.692, -0.028, -2.062], [-2.526, 1.052, -0.100], [-1.946, -1.834, -0.083], [-0.280, 1.233, 1.937]], "forces_ev_per_angstrom": [[-0.016, 0.016, 0.028], [0.394, 0.083, -0.097], [0.057, -0.045, -0.345], [-0.274, 0.210, 0.045], [-0.331, -0.389, -0.068], [0.036, -0.243, 0.098], [0.067, 0.375, 0.270], [-0.048, -0.061, 0.138], [-0.015, 0.149, 0.030], [-0.117, -0.032, -0.102], [-0.033, -0.047, 0.173], [0.167, -0.093, 0.022], [0.076, 0.172, -0.003], [0.037, -0.094, -0.189]]}

Entry 3:
{"formula": "C6H13N2", "method": "wB97M-V/def2-TZVPD", "orbital_gap_ha": 0.3478, "total_charge": 1, "multiplicity": 1, "lumo_ev": -3.35, "largest_force_ev_per_a": 6.5, "elements": ["C", "C", "C", "C", "C", "C", "N", "N", "H", "H", "H", "H", "H", "H", "H", "H", "H", "H", "H", "H", "H"], "coordinates": [[1.370, -0.254, -0.874], [-1.847, -0.757, 0.379], [-0.570, -1.490, -0.177], [-2.385, 0.400, -0.417], [-2.912, 1.465, 0.199], [3.049, 0.833, 0.594], [0.679, -0.877, 0.051], [2.418, 0.462, -0.645], [-2.694, -1.453, 0.442], [-1.623, -0.403, 1.384], [-0.605, -2.345, 0.515], [-0.524, -2.039, -1.147], [-2.401, 0.308, -1.446], [-3.408, 2.129, -0.483], [1.102, -0.462, -1.954], [-2.954, 1.513, 1.269], [2.952, 1.975, 0.680], [4.025, 0.609, 0.708], [2.354, 0.530, 1.437], [1.122, -1.061, 0.910], [2.853, 0.917, -1.425]], "forces_ev_per_angstrom": [[-0.774, -1.111, -1.167], [0.277, 0.402, -1.492], [-2.066, -2.774, 1.005], [0.288, 0.638, 2.905], [0.263, -1.343, -1.659], [-5.369, 3.123, 1.883], [0.860, 1.068, -0.958], [1.550, 0.592, -0.684], [0.569, -0.360, 0.081], [0.080, -0.203, 0.153], [0.456, -0.114, -0.234], [-0.773, 1.080, 0.244], [-0.135, -0.116, -2.048], [-0.215, 0.838, 0.454], [-0.009, 0.767, 1.366], [-0.078, 0.409, 0.297], [0.360, -1.463, -0.268], [3.037, -1.377, 0.188], [1.347, -0.058, -0.733], [0.381, 0.192, 1.284], [-0.050, -0.191, -0.617]]}

Energy above the lowest of the compared OMol25 structures with the same formula, charge and spin for the records above, in order: 727.1; 469.5; 164.3 kJ/mol